DFT (wB97M-V/def2-TZVPD) results for a cluster of 8 separate species, C4H24NO9 in total in a non-equilibrium geometry.

Calculated values
LUMO energy	-2.82	eV
charge	+1
strongest force on any atom	0.23254	Eh/bohr
relative energy (zero: lowest compared OMol25 entry of this formula, charge and spin)	348.65	kJ/mol
E	-24446.931	eV
HOMO-LUMO gap	10.31	eV
multiplicity	1

Last columns: bonded neighbours and bond lengths (Å).
Element x y z (Å)
1 O 2.40695 -0.67389 0.89680  H30 0.986, H37 0.987
2 O 1.10472 -3.49261 -0.34719  H24 1.015, H34 0.993
3 O 0.26286 0.39811 -3.30876  C13 1.358, H36 1.001
4 O 1.07121 1.21548 -1.38505  C13 1.192
5 O 1.33728 2.17236 1.89681  H15 1.012, H20 0.978
6 O 3.58523 0.13144 -1.09026  H17 1.058, H23 0.829
7 O 0.27315 -1.50157 3.26197  H22 0.923, H25 0.996
8 O -1.27540 2.77973 -2.46093  H29 0.911, H33 1.033
9 O -2.02671 -2.51684 -0.27338  H28 0.956, H35 1.024
10 N -0.33023 0.01848 0.97458  C12 1.530, H19 1.039, H21 1.064, H31 1.068
11 C -1.13090 0.55654 -1.22044  C12 1.496, C13 1.547, H18 1.038, H38 1.149
12 C -1.13148 1.05815 0.18918  N10 1.530, C11 1.496, C14 1.606, H27 1.038
13 C 0.22117 0.61671 -1.96886  O3 1.358, O4 1.192, C11 1.547
14 C -2.65133 0.94448 0.69618  C12 1.606, H16 1.086, H26 1.015, H32 1.143
15 H 0.80990 2.98496 1.60469  O5 1.012
16 H -2.76316 -0.00827 1.20459  C14 1.086
17 H 2.92719 -0.60297 -0.70739  O6 1.058
18 H -1.92808 1.04915 -1.66581  C11 1.038
19 H -0.60078 -0.86247 0.49433  N10 1.039
20 H 2.15882 2.13621 1.36714  O5 0.978
21 H 0.69906 0.26559 1.08165  N10 1.064
22 H 0.09135 -2.40678 3.26166  O7 0.923
23 H 4.34871 -0.17171 -0.97930  O6 0.829
24 H 0.16080 -3.13510 -0.24334  O2 1.015
25 H 0.69649 -1.51975 4.16300  O7 0.996
26 H -2.85927 1.57498 1.46454  C14 1.015
27 H -0.83945 2.01058 0.48168  C12 1.038
28 H -2.88003 -2.37456 -0.67976  O9 0.956
29 H -1.75692 2.73704 -3.23267  O8 0.911
30 H 3.03245 -0.33857 1.58086  O1 0.986
31 H -0.66569 0.09142 1.98596  N10 1.068
32 H -3.44900 1.03570 -0.11772  C14 1.143
33 H -0.66408 3.61197 -2.49995  O8 1.033
34 H 1.55951 -2.99905 -1.07869  O2 0.993
35 H -2.17242 -3.28934 0.38308  O9 1.024
36 H 1.17796 0.65602 -3.62044  O3 1.001
37 H 2.59053 -1.59274 1.20642  O1 0.987
38 H -1.39041 -0.55884 -1.31518  C11 1.149